[1]
A structure of composition C16H34OP2Pb, computed with ωB97M-V/def2-TZVPD.

Each line ends with the natural charge from an NBO analysis.
CARTESIAN COORDINATES (ANGSTROEM)
P (-1.4344, 5.2878, -2.7084)  1.317
P (1.4489, 3.6890, -4.4214)  1.487
C (-0.2692, 6.0484, -3.9327)  -0.744
C (0.3638, 5.0910, -4.9625)  -0.722
H (0.5041, 6.5995, -3.3694)  0.260
H (-0.8961, 6.7995, -4.4556)  0.283
H (-0.4012, 4.7004, -5.6444)  0.262
H (1.0271, 5.7123, -5.5879)  0.293
C (2.9555, 4.5927, -3.9572)  -0.967
H (3.7138, 3.9096, -3.5478)  0.287
H (2.7238, 5.3576, -3.2012)  0.260
H (3.3653, 5.0774, -4.8540)  0.278
C (1.7738, 2.9189, -6.0283)  -0.961
H (2.4615, 3.5587, -6.6008)  0.278
H (0.8173, 2.8226, -6.5614)  0.268
H (2.2188, 1.9229, -5.9001)  0.273
C (-1.8205, 6.5811, -1.5144)  -0.997
H (-2.2842, 6.1159, -0.6338)  0.275
H (-2.5137, 7.3142, -1.9621)  0.280
H (-0.8835, 7.0724, -1.2079)  0.273
C (-2.8935, 4.9510, -3.7487)  -0.983
H (-2.6138, 4.3055, -4.5988)  0.257
H (-3.2932, 5.9050, -4.1210)  0.275
H (-3.6452, 4.4331, -3.1344)  0.269
Pb (-0.5290, -1.4927, -0.4715)  1.177
C (1.3492, 2.1929, -3.2803)  -0.508
C (1.9277, 2.6679, -2.0215)  -0.105
C (1.2859, 3.7740, -1.3249)  -0.483
C (0.4821, 3.3958, -0.0166)  -0.484
C (-0.9603, 3.4991, -0.3027)  -0.016
C (-1.5993, 3.2804, -1.5178)  -0.287
C (-1.1492, 2.5615, -2.7845)  -0.443
C (0.0028, 1.5189, -2.7864)  -0.403
C (-1.6096, -0.5332, 1.2681)  -1.179
H (1.9271, 1.4929, -3.8647)  0.275
H (2.6697, 2.0418, -1.5273)  0.238
H (0.5656, 4.2434, -2.0427)  0.173
H (1.9945, 4.5723, -1.0634)  0.255
H (0.7761, 2.3821, 0.3437)  0.273
H (0.7615, 4.1105, 0.7799)  0.264
H (-1.6013, 3.6069, 0.5790)  0.245
H (-2.6875, 3.3382, -1.4580)  0.250
H (-0.8366, 3.3233, -3.5316)  0.182
H (-2.0236, 2.1096, -3.2729)  0.263
H (0.1829, 1.0352, -1.8064)  0.241
H (-0.2830, 0.7306, -3.5040)  0.255
H (-2.5882, -1.0228, 1.4101)  0.241
H (-1.7379, 0.5376, 1.0499)  0.188
H (-1.0217, -0.6370, 2.1898)  0.241
C (0.2809, -3.3645, 1.9849)  -0.251
O (0.7048, -2.6052, 0.8584)  -0.915
H (1.2041, -3.6144, 2.5349)  0.187
H (-0.1684, -4.3272, 1.6754)  0.170
H (-0.3864, -2.8045, 2.6577)  0.156

Force components x, y, z for each atom (eV/Å):
-0.91 0.92 -0.07
1.17 0.15 -1.46
0.26 -0.07 0.37
-0.84 0.21 0.32
-0.28 -0.21 -0.20
0.38 -0.30 0.14
0.10 -0.06 0.18
0.04 -0.46 0.13
0.17 -0.19 0.29
-0.24 0.22 -0.13
0.13 -0.25 -0.24
-0.21 -0.09 0.21
-0.01 0.02 -0.13
-0.30 -0.25 0.05
0.33 -0.07 0.00
-0.08 0.37 -0.14
-0.10 0.24 -0.05
0.06 0.22 -0.24
0.33 -0.16 0.28
-0.37 -0.08 -0.05
-0.04 -0.11 0.22
-0.18 0.30 0.35
0.02 -0.30 0.08
0.08 0.26 -0.38
0.69 -0.68 1.04
-1.33 0.31 1.24
1.54 -0.63 0.33
-0.41 0.68 0.54
0.91 0.49 -0.68
-0.78 -1.38 0.21
-0.03 0.55 0.26
0.55 -0.55 -0.83
-0.44 0.39 -1.25
-0.17 0.01 0.07
0.42 -0.26 0.16
-0.06 0.23 -0.04
0.53 -0.09 0.55
0.07 -0.24 0.06
-0.29 0.57 -0.15
-0.23 -0.45 -0.22
0.03 0.41 -0.41
0.17 -0.03 0.17
-0.24 -0.78 0.22
0.05 0.01 0.52
-0.09 0.35 -0.64
0.16 0.19 0.39
0.26 0.40 0.00
-0.25 -0.19 0.11
-0.13 -0.03 -0.30
0.73 -0.06 -0.10
-0.71 0.13 -0.79
-0.42 0.06 0.04
-0.03 0.48 0.17
0.01 -0.21 -0.18

Computed properties:
HOMO-LUMO gap (spin up / spin down)   4.1 / 6.0 eV
Net charge   +2
Multiplicity   1

[2]
A structure of composition H16O8Pb, computed with ωB97M-V/def2-TZVPD.

Each line ends with the natural charge from an NBO analysis.
CARTESIAN COORDINATES (ANGSTROEM)
Pb (0.1241, -0.0113, -0.0574)  1.635
O (-1.4639, 0.3657, -2.1035)  -0.978
H (-2.2062, -0.2325, -2.2821)  0.507
H (-1.6157, 1.1253, -2.6868)  0.516
O (1.3635, 1.5641, -1.6818)  -0.969
H (1.0591, 2.4786, -1.8028)  0.513
H (1.6976, 1.2903, -2.5509)  0.512
O (0.7993, 0.6027, 2.4272)  -0.980
H (0.0294, 0.6329, 3.0170)  0.502
H (1.5678, 0.6589, 3.0182)  0.519
O (-2.5446, 0.0153, 0.7641)  -0.969
H (-2.9075, 0.6250, 1.4222)  0.502
H (-3.1393, -0.7497, 0.7864)  0.504
O (2.6450, -0.5499, 0.0160)  -0.976
H (3.5270, -0.4298, 0.4012)  0.523
H (2.7480, -1.2838, -0.6102)  0.501
O (-0.1618, -2.2274, 1.4107)  -0.973
H (-0.2080, -2.2566, 2.3779)  0.511
H (-0.1968, -3.1562, 1.1386)  0.504
O (0.3888, -1.9649, -1.6301)  -0.983
H (-0.0037, -1.9551, -2.5196)  0.522
H (0.5457, -2.9033, -1.4341)  0.515
O (-0.6513, 2.4831, 0.6108)  -0.979
H (-1.4210, 3.0560, 0.7494)  0.514
H (0.0244, 2.8226, 1.2197)  0.505

Force components x, y, z for each atom (eV/Å):
-0.30 0.41 0.35
-0.26 -0.15 -0.46
0.06 0.22 0.10
0.09 -0.12 0.16
-0.17 0.28 -0.41
0.12 -0.20 0.09
0.06 0.09 0.24
-0.10 0.08 0.53
0.23 0.08 -0.07
-0.12 -0.06 -0.23
-0.09 -0.15 0.22
0.01 -0.06 -0.17
0.12 0.15 0.03
0.27 -0.51 -0.22
-0.24 0.12 -0.01
0.14 0.17 0.13
-0.04 -0.35 0.08
0.07 0.05 -0.18
-0.04 0.15 0.11
-0.06 -0.62 -0.41
0.17 0.07 0.19
0.01 0.23 -0.09
0.13 0.24 0.31
0.13 -0.12 -0.19
-0.18 -0.01 -0.13

Computed properties:
HOMO-LUMO gap   11.9 eV
Net charge   +2
Multiplicity   1

Computed values of energy above the lowest of the compared OMol25 structures with the same formula, charge and spin (unit: kJ/mol) for the preceding records, in sequence: 169.78; 6.20.
Computed values of electronic energy (unit: Ha) for the preceding records, in sequence: -1580.03668; -803.86946.
Computed values of strongest force on any atom (unit: eV/Å) for the preceding records, in sequence: 1.88; 0.74.